[1]
C24H31N3O4 in the gas phase, computed with ωB97M-V with the def2-TZVPD basis set.

Results
HOMO level (eV): -8.158
Net charge: 0
Orbital gap (eV): 8.9
F_max (eV/Å): 0.646
Energy (eV): -38053.026
Energy relative to the best compared isomer or geometry (same formula, charge and spin) (kcal/mol): 7.4

CARTESIAN COORDINATES (ANGSTROEM)
H  0.111  2.688  -3.184
C  -0.113  -4.061  0.732
C  -1.091  -3.898  -0.442
H  1.698  3.891  -0.062
H  -1.828  -3.120  -0.208
H  2.345  3.843  -3.042
O  1.566  1.490  -2.336
H  -5.786  -2.041  0.825
C  -4.618  0.811  -0.548
C  1.403  -2.088  -1.900
H  -3.560  -1.986  1.868
H  3.990  5.216  -1.595
C  -0.593  0.501  1.171
H  -1.912  -1.423  -1.857
C  2.221  -1.062  3.006
H  2.936  -0.613  -2.158
H  3.047  3.038  -0.816
C  -0.847  -1.252  -1.912
N  0.395  -2.795  1.210
H  0.883  -2.204  0.552
H  -1.083  0.837  -2.203
C  -5.110  -1.229  0.600
C  1.835  0.641  1.384
H  -2.686  1.662  -0.172
C  0.700  -0.958  2.770
H  2.644  6.069  -0.838
H  -1.616  -0.965  2.174
C  -2.975  -0.160  0.906
H  -1.610  -4.844  -0.610
H  1.858  0.918  0.331
H  3.833  -0.010  1.970
H  0.721  -4.691  0.408
H  2.493  -0.494  3.895
C  2.850  -0.428  1.764
H  2.083  -2.924  -1.842
N  0.566  0.007  1.696
C  1.877  -0.806  -2.084
C  2.411  3.922  -0.889
O  -0.584  1.467  0.432
H  -4.912  1.601  -1.223
H  3.807  5.194  0.160
H  0.098  2.594  -1.395
H  -0.620  -4.534  1.576
H  0.193  -0.614  3.683
O  -0.569  -2.941  3.247
C  -3.365  0.853  0.037
H  -6.470  -0.250  -0.734
N  -1.720  -0.204  1.519
C  -3.860  -1.201  1.186
H  1.020  4.760  -2.309
C  -0.375  0.032  -2.112
C  0.100  -2.331  2.436
O  -0.413  -3.622  -1.647
C  0.995  0.273  -2.179
C  1.642  3.868  -2.207
H  1.970  1.549  1.986
H  2.945  -1.158  0.960
C  0.033  -2.320  -1.802
H  2.533  -2.095  3.155
C  -5.494  -0.225  -0.274
C  3.266  5.177  -0.783
C  0.738  2.643  -2.282



[2]
C20H29N3O3 in the gas phase, computed with ωB97M-V with the def2-TZVPD basis set.

Results
HOMO level (eV): -8.171
Net charge: 0
Orbital gap (eV): 8.9
F_max (eV/Å): 0.690
Energy (eV): -31824.675
Energy relative to the best compared isomer or geometry (same formula, charge and spin) (kcal/mol): 39.3

CARTESIAN COORDINATES (ANGSTROEM)
O  1.124  0.402  2.379
H  0.512  -1.931  4.020
H  1.187  -1.951  -3.265
H  -0.197  2.113  3.110
H  0.184  1.643  0.870
C  -4.531  -0.942  3.497
O  -0.828  -2.519  2.560
N  -0.724  1.996  0.598
H  -1.854  2.763  -0.937
N  -1.051  0.243  2.969
C  1.520  0.175  -3.065
O  -2.815  2.495  1.323
H  -2.127  0.337  -1.107
C  2.336  -0.055  -0.801
H  2.750  3.380  -3.656
C  -3.443  -0.091  3.409
H  3.623  -1.739  -0.382
C  2.053  2.654  -3.243
H  2.055  0.093  0.244
H  -5.503  -0.532  3.724
C  -0.970  2.133  -0.818
C  3.171  -1.679  -2.498
H  -1.880  2.026  3.691
C  0.171  -0.280  2.720
H  -2.979  -3.859  2.790
H  4.055  -1.076  -2.712
C  -4.379  -2.299  3.280
H  2.595  1.124  -4.653
C  2.014  -1.248  -3.397
H  0.577  0.340  -3.600
H  -0.015  -0.440  -0.183
H  -5.229  -2.961  3.341
H  -0.294  -1.147  -1.772
C  -1.682  2.116  1.528
C  -0.056  -0.207  -1.250
H  3.175  0.613  -1.010
C  -2.032  -1.965  2.901
H  1.067  2.845  -3.660
H  -1.335  0.950  -2.562
H  -3.601  0.966  3.538
C  -1.206  0.779  -1.493
C  -1.187  1.690  2.921
H  1.146  -2.155  2.370
C  2.507  1.237  -3.570
C  0.300  -1.775  2.948
H  -0.105  2.618  -1.271
H  2.007  2.790  -2.166
H  2.315  -1.289  -4.446
H  3.496  1.072  -3.142
N  1.227  0.349  -1.646
C  -3.130  -2.809  2.978
C  -2.179  -0.590  3.119
H  1.960  -2.181  -0.787
C  2.780  -1.502  -1.033
H  3.426  -2.722  -2.702



[3]
A molecular structure, CClNa6O7, computed with ωB97M-V with the def2-TZVPD basis set.

Results
HOMO level (eV): -10.774
Net charge: +3
Orbital gap (eV): 1.9
F_max (eV/Å): 17.699
Energy (eV): -54351.792
Energy relative to the best compared isomer or geometry (same formula, charge and spin) (kcal/mol): 223.5

CARTESIAN COORDINATES (ANGSTROEM)
O  -3.432  1.989  -2.736
Cl  -3.884  3.278  -2.406
Na  3.928  -5.431  -1.683
O  -3.163  4.296  -2.997
C  1.510  -1.481  1.085
O  -3.812  3.453  -1.037
O  2.440  -2.045  1.289
O  1.085  -0.675  1.985
Na  1.296  3.775  0.911
O  1.066  -1.596  -0.119
Na  7.677  -2.087  3.013
Na  -1.037  -4.333  -4.278
O  -5.361  3.407  -2.731
Na  0.141  3.386  5.864
Na  1.546  -5.935  3.840



[4]
A gas-phase ion, C4H9N2S (charge +1), computed with ωB97M-V with the def2-TZVPD basis set.

Results
HOMO level (eV): -12.485
Net charge: +1
Orbital gap (eV): 9.0
F_max (eV/Å): 3.181
Energy (eV): -18101.406
Energy relative to the best compared isomer or geometry (same formula, charge and spin) (kcal/mol): 48.9

CARTESIAN COORDINATES (ANGSTROEM)
H  -2.637  0.065  -0.043
S  3.393  0.435  0.021
C  0.745  0.950  -0.192
H  -0.874  -1.878  0.446
N  -0.493  0.177  0.381
H  -2.034  1.470  0.775
H  0.570  1.121  -1.250
H  1.042  1.853  0.398
H  1.558  -2.247  0.146
C  -1.784  0.728  0.103
H  -0.426  -1.258  -1.250
C  1.824  -0.115  -0.025
H  -0.174  -0.004  1.361
N  1.221  -1.293  0.129
H  -1.676  1.153  -0.887
C  -0.253  -1.158  -0.114



[5]
A molecular structure, C24H16BrCl3LiN2O3, computed with ωB97M-V with the def2-TZVPD basis set.

Results
HOMO level (eV): -4.218
Net charge: -1
Orbital gap (eV): 6.2
F_max (eV/Å): 2.052
Energy (eV): -142090.531
Energy relative to the best compared isomer or geometry (same formula, charge and spin) (kcal/mol): 0.0

CARTESIAN COORDINATES (ANGSTROEM)
H  4.050  -3.708  1.181
C  -2.590  -1.808  0.096
H  4.682  -1.616  0.020
C  1.519  4.539  2.934
C  -3.003  0.455  -1.009
C  3.290  4.869  1.285
H  -3.063  -2.651  0.606
H  0.571  1.011  -4.608
H  -0.335  -5.776  2.000
O  1.373  1.751  -0.990
C  1.148  1.915  0.242
H  -5.320  -1.949  0.055
H  2.867  -0.145  -0.896
H  0.231  2.892  2.522
C  -4.013  1.394  -1.421
C  -5.343  1.165  -1.257
C  1.398  -4.612  1.517
H  1.095  4.857  3.879
C  2.663  5.213  2.487
C  0.963  -2.505  0.335
H  3.207  3.591  -0.431
C  1.903  -3.422  0.909
N  -1.272  -1.754  -0.042
C  0.996  0.018  -4.483
H  -6.117  1.883  -1.522
C  -5.770  -0.056  -0.717
C  -4.866  -1.036  -0.298
Cl  0.101  -0.801  -3.182
H  2.061  0.060  -4.242
H  4.168  5.425  1.008
H  -1.947  -4.198  1.136
C  3.281  -3.056  0.789
Br  3.356  6.653  3.514
N  1.358  -1.379  -0.289
H  2.073  -5.345  1.937
C  1.667  3.131  0.981
O  0.480  1.148  1.001
C  -0.474  -2.745  0.472
Li  -0.044  0.012  -0.622
H  -3.711  2.321  -1.884
C  3.639  -1.893  0.156
O  -1.780  0.767  -1.197
C  1.065  3.485  2.195
C  2.761  3.862  0.522
C  -3.497  -0.818  -0.383
C  2.644  -1.080  -0.384
C  -0.895  -3.952  1.077
Cl  -7.434  -0.403  -0.538
Cl  0.825  -0.852  -6.024
C  0.039  -4.858  1.560



[6]
A molecular structure, C6H9N4S, computed with ωB97M-V with the def2-TZVPD basis set.

Results
HOMO level (eV): -13.288
Net charge: +1
Orbital gap (eV): 7.8
F_max (eV/Å): 3.340
Energy (eV): -23156.099
Energy relative to the best compared isomer or geometry (same formula, charge and spin) (kcal/mol): 26.2

CARTESIAN COORDINATES (ANGSTROEM)
N  -2.027  1.315  0.997
C  -0.968  -0.075  -0.644
C  0.128  -0.173  -1.566
H  1.394  -1.927  2.301
H  -2.641  -0.768  0.230
N  1.279  -2.791  1.780
H  2.047  2.649  -0.540
C  0.062  2.019  0.330
H  -2.393  -1.584  -1.237
C  1.201  1.885  -0.536
N  -0.336  3.018  1.087
C  -0.967  1.031  0.233
S  -1.809  2.734  1.684
H  2.187  -3.111  1.341
H  1.974  0.880  -2.311
H  0.646  -1.154  -1.112
N  -1.987  -0.956  -0.525
C  1.176  0.894  -1.451
H  -0.156  -0.418  -2.563
H  1.190  -3.470  2.502



[7]
3 unconnected molecules or ions with the total composition C35H62N4O4PS, computed with ωB97M-V with the def2-TZVPD basis set.

Results
HOMO level (eV): -10.868
Net charge: +1
Orbital gap (eV): 7.4
F_max (eV/Å): 2.247
Energy (eV): -71563.861
Energy relative to the best compared isomer or geometry (same formula, charge and spin) (kcal/mol): 0.0

CARTESIAN COORDINATES (ANGSTROEM)
H  0.487  2.533  9.351
H  -2.508  1.524  3.631
H  3.380  5.114  -3.292
O  -4.337  0.112  -0.403
H  0.036  1.238  3.448
C  1.937  4.638  7.132
H  1.318  4.900  5.095
H  3.525  -0.254  -4.310
H  -0.275  0.844  -1.410
H  -3.185  -1.628  -0.080
C  2.833  1.770  0.403
H  3.426  2.704  4.173
H  -8.219  -7.029  -1.602
C  0.253  0.378  -2.235
H  3.479  3.372  -3.662
H  1.260  2.754  -0.792
C  2.950  4.137  -3.096
H  -6.610  -6.447  0.180
O  0.344  -0.901  0.043
C  1.704  3.972  8.327
C  3.372  -2.807  -4.954
C  -2.063  -0.695  -2.768
H  -7.893  -6.165  -3.892
C  -6.467  -6.068  -0.824
C  -4.218  -1.262  -0.094
C  -5.378  -5.257  -1.111
H  2.220  0.279  1.627
H  -0.930  2.064  7.382
C  1.698  0.114  -1.706
H  2.299  1.753  -2.819
N  1.815  0.759  0.821
H  5.675  2.135  1.398
H  5.555  3.920  1.395
H  -1.940  0.685  1.503
H  4.337  -2.339  -4.771
H  5.463  3.010  2.901
C  -7.371  -6.394  -1.825
C  -1.515  0.209  2.395
H  -2.190  0.670  -1.109
C  0.520  1.333  1.328
H  3.646  -3.752  -3.135
H  1.869  0.290  -4.314
C  1.625  -0.355  -0.198
H  -5.095  -0.617  1.794
C  -0.125  2.784  7.312
O  4.675  3.569  -1.198
H  3.376  -3.267  -5.944
H  3.489  -0.957  -2.243
N  3.170  -3.918  -4.010
H  -0.510  3.241  5.252
H  0.531  -0.323  2.720
H  1.771  2.707  3.589
C  2.615  -1.466  0.122
C  -0.511  -0.812  -2.808
C  1.139  4.377  6.027
H  2.718  1.239  3.430
H  0.300  1.139  -3.016
C  -4.805  -1.542  1.297
H  2.326  4.173  9.189
C  -6.105  -5.089  -3.397
H  -0.205  -0.990  -3.837
H  -1.601  -0.866  2.251
H  -4.838  -1.820  -0.802
H  2.236  -2.487  0.082
O  2.743  4.968  -0.655
H  -3.130  0.002  3.646
C  2.232  -1.760  -4.981
H  -2.458  1.466  -2.659
C  5.191  3.003  1.845
H  4.304  -0.709  1.233
P  3.357  2.970  1.754
C  0.671  3.048  8.417
H  -4.670  -5.006  -0.331
C  3.935  -1.311  0.404
C  2.288  2.385  -0.895
C  -7.189  -5.907  -3.111
S  3.274  3.841  -1.367
H  -4.113  -2.092  1.934
H  0.671  2.373  1.620
H  2.129  -1.420  -6.012
C  -2.641  0.551  -2.097
C  2.506  -0.561  -4.066
H  -0.241  -1.731  -2.284
H  -2.433  -0.714  -3.796
C  0.111  3.448  6.116
H  2.740  5.361  7.062
H  -2.467  -1.599  -2.315
H  -5.704  -2.149  1.203
H  2.187  -4.063  -3.823
C  -0.026  0.603  2.569
H  3.735  1.261  0.062
C  -5.199  -4.766  -2.397
H  -5.967  -4.705  -4.399
H  0.329  -1.804  -0.283
H  -4.623  -0.341  -2.419
H  -4.351  -4.129  -2.621
H  2.008  -1.921  -2.460
H  4.668  -1.821  -0.217
H  -0.228  1.381  0.544
N  -2.278  0.540  3.593
C  -4.146  0.406  -1.781
H  1.881  4.112  -3.295
C  2.772  2.332  3.391
H  -4.595  1.391  -1.903
C  2.450  -0.932  -2.559
H  1.320  -2.291  -4.700
N  2.479  1.358  -1.908



[8]
2 unconnected molecules or ions with the total composition C6H12OP, computed with ωB97M-V with the def2-TZVPD basis set.

Results
HOMO level (spin up / spin down) (eV): -13.350 / -13.298
Net charge: +1
Orbital gap (spin up / spin down) (eV): 8.4 / 7.0
F_max (eV/Å): 4.203
Energy (eV): -17742.208
Energy relative to the best compared isomer or geometry (same formula, charge and spin) (kcal/mol): 62.5

CARTESIAN COORDINATES (ANGSTROEM)
H  0.242  2.401  0.781
H  -1.963  -2.881  -0.789
C  -1.443  -1.967  0.941
H  2.641  1.908  -0.236
C  -0.704  -1.242  -1.284
H  -0.622  3.208  -0.511
H  -0.818  -0.095  2.044
P  0.197  -0.110  -0.140
H  -1.083  -0.572  -2.035
H  -1.500  2.425  0.831
H  0.448  -1.377  2.047
H  3.652  0.426  0.090
C  -1.459  -2.053  -0.378
C  2.999  0.934  -0.604
H  2.906  0.903  -1.689
C  -0.400  -0.890  1.455
H  -0.106  -1.934  -1.849
H  -1.746  -2.756  1.580
O  -0.647  1.195  -0.489
C  -0.593  2.475  0.234